# ClO4Ti2

A structure of composition ClO4Ti2 (ωB97M-V with the def2-TZVPD basis set, the OMol25 dataset).

Geometry as XYZ:
```
7
Properties=species:S:1:pos:R:3:forces:R:3:lowdin_charge:R:1
O -1.240 -1.226 -0.134 -1.8915 -2.1285 -2.4485 -0.2861
Ti 2.182 -2.032 -1.853 -0.9400 0.8653 0.4995 0.9396
Ti 0.502 2.190 2.561 -0.5201 -0.8760 -0.6985 0.9456
O 0.705 -0.227 -0.921 0.8599 -0.0773 0.3848 -0.4942
Cl -0.548 -0.018 -0.151 -1.9289 0.5909 -5.2796 0.6185
O -1.205 1.169 -0.706 1.0507 -1.9802 0.5792 -0.3030
O -0.397 0.145 1.204 3.3700 3.6059 6.9631 -0.4205
```
Forces are in eV/Å.

Results
* HOMO-LUMO gap (spin up / spin down): 6.773 / 9.510 eV
* lowest unoccupied orbital energy (spin up / spin down): -4.452 / -4.172 eV
* net charge: +1
* multiplicity: 7
* calculated total energy: -66921.3894 eV
* ΔE to the lowest compared entry with this formula, charge and spin: 0.0 kcal/mol
* highest occupied orbital energy (spin up / spin down): -11.2 / -13.7 eV

***

# ClO5PS

A cluster of 2 separate species, ClO5PS in total (ωB97M-V with the def2-TZVPD basis set, the OMol25 dataset).

Geometry as XYZ:
```
8
Properties=species:S:1:pos:R:3:forces:R:3:lowdin_charge:R:1
O -3.230 -1.707 0.488 -0.1442 -0.2367 -0.0724 -0.4176
O 2.171 1.138 -1.248 -0.2969 -0.3067 -0.8213 -0.5812
S 2.133 0.228 -0.066 -0.3630 0.8915 -0.8132 0.4739
O -1.280 -0.787 -1.006 -0.7472 -0.7246 0.1340 -0.4006
Cl 4.442 -0.798 -0.442 0.8355 -0.5283 -0.1369 -0.2923
P -2.275 -0.643 0.095 1.2384 1.2035 -0.3319 0.2211
O -2.243 0.668 0.803 -0.6427 -0.3244 0.2719 -0.4059
O 2.467 0.934 1.181 0.1202 0.0257 1.7699 -0.5975
```
Forces are in eV/Å.

Results
* HOMO-LUMO gap (spin up / spin down): 5.305 / 6.389 eV
* lowest unoccupied orbital energy (spin up / spin down): 6.142 / 3.889 eV
* net charge: -2
* multiplicity: 3
* calculated total energy: -42884.7854 eV
* highest occupied orbital energy (spin up / spin down): 0.8 / -2.5 eV

***

# ClOP

The molecule ClOP (ωB97M-V with the def2-TZVPD basis set, the OMol25 dataset).

Geometry as XYZ:
```
3
Properties=species:S:1:pos:R:3:forces:R:3:lowdin_charge:R:1
P 0.310 0.647 0.000 -0.5139 0.4594 0.0001 0.4356
Cl -1.558 -0.194 0.000 -0.3882 0.0834 0.0000 0.1126
O 1.248 -0.453 0.000 0.9021 -0.5428 -0.0001 -0.5481
```
Forces are in eV/Å.

Results
* HOMO-LUMO gap: 9.920 eV
* SMILES: O=PCl
* lowest unoccupied orbital energy: -1.051 eV
* calculated total energy: -23859.5546 eV
* ΔE to the lowest compared entry with this formula, charge and spin: 0.3 kcal/mol
* highest occupied orbital energy: -11.0 eV

***

# CoF8N4O16S8

A structure of composition CoF8N4O16S8 (ωB97M-V with the def2-TZVPD basis set, the OMol25 dataset).

Geometry as XYZ:
```
37
Properties=species:S:1:pos:R:3:forces:R:3:lowdin_charge:R:1
O -4.293 3.607 0.891 3.3424 -0.6715 -1.0449 -0.2936
S -1.358 -2.270 4.225 -6.1581 -1.0488 -1.1950 0.5768
S -3.025 3.384 0.160 -2.4577 -0.8466 -4.0955 0.6335
S 3.592 2.129 -1.333 -0.4789 -2.9501 8.2154 0.6172
O -0.986 4.790 1.512 -1.1137 -0.8198 0.4354 -0.2978
F 2.274 -2.075 3.575 0.4119 0.7186 -0.5277 -0.2417
O -2.366 3.375 3.118 2.0019 0.6663 -3.2013 -0.3179
F 3.621 2.078 -5.018 0.1636 0.6698 1.7290 -0.1809
F -0.379 -4.595 -0.625 -0.1928 0.4243 -0.4557 -0.2239
F -0.110 2.758 2.397 -0.1463 0.2372 0.3710 -0.2495
O -0.531 -2.794 -4.603 -1.3746 -1.4257 2.7522 -0.3113
O 3.449 3.477 -0.805 0.3739 -2.1247 -2.0982 -0.1936
O 1.920 2.534 -3.423 4.1878 1.0661 0.7692 -0.1662
O -1.721 -5.138 -2.487 0.4261 0.6611 -0.6290 -0.2719
N -1.009 -2.614 -1.944 0.5743 -4.2141 -1.9490 -0.2650
O -1.609 -1.550 5.457 0.8822 -0.9268 -1.4453 -0.2768
S -1.488 3.490 1.912 3.3912 1.5223 8.1014 0.4177
Co -0.428 -0.463 0.395 -0.3029 -0.0356 0.2168 0.8272
F -3.382 2.125 -0.821 -0.0307 0.9087 0.5336 -0.2418
O -2.584 4.435 -0.766 -0.7166 -1.9621 1.8761 -0.3071
O 3.847 4.164 -3.882 -0.7343 -2.6326 1.8261 -0.1537
F -1.536 -1.062 -3.557 0.0102 2.0801 0.5210 -0.2282
F -2.436 -1.653 3.218 0.4530 0.8977 -0.3323 -0.2242
N 0.020 -1.762 3.322 -4.4784 -0.7369 1.0291 -0.2667
S 0.913 -2.480 4.329 9.5056 -1.1619 2.9393 0.3937
O 2.539 1.125 -1.058 2.5679 2.5725 -1.7169 -0.2132
N -1.684 2.463 0.827 -4.0152 0.5382 -3.1103 -0.2856
S -1.490 -2.625 -3.476 -2.9627 5.5264 -5.9820 0.4456
F 4.834 1.495 -0.497 -1.0897 0.9305 -0.9873 -0.1771
O 1.118 -3.911 4.256 -1.7106 0.6482 0.3435 -0.2917
O 1.168 -1.842 5.634 -1.4351 -1.1030 -1.9535 -0.3067
O 0.740 -4.532 -2.723 -3.4291 0.8040 0.7803 -0.3168
O -1.851 -3.675 4.106 2.5420 2.9011 0.7168 -0.3080
N 4.378 1.949 -2.775 -0.0894 -0.3720 2.0470 -0.0945
O -2.909 -2.863 -3.786 2.3244 -1.0494 1.0807 -0.3103
S -0.623 -4.267 -2.190 4.7527 -2.4879 4.1733 0.5350
S 3.387 2.794 -3.564 -4.9943 2.7965 -9.7330 0.5689
```
Forces are in eV/Å.

Results
* HOMO-LUMO gap (spin up / spin down): 7.568 / 2.298 eV
* lowest unoccupied orbital energy (spin up / spin down): 1.848 / -3.417 eV
* net charge: -2
* multiplicity: 4
* calculated total energy: -184757.1784 eV
* ΔE to the lowest compared entry with this formula, charge and spin: 283.9 kcal/mol
* highest occupied orbital energy (spin up / spin down): -5.7 / -5.7 eV

***

# CrH16O8

A structure of composition CrH16O8 (ωB97M-V with the def2-TZVPD basis set, the OMol25 dataset).

Geometry as XYZ:
```
25
Properties=species:S:1:pos:R:3:forces:R:3:lowdin_charge:R:1
H -1.320 0.142 2.343 -0.0452 0.3347 0.2017 0.0875
H 1.064 -1.181 -2.772 0.3425 -0.0568 -0.2623 0.0857
O -1.344 -0.401 1.555 -0.7701 -0.3718 1.0630 -0.0558
O -1.761 0.654 -0.939 -0.0034 -0.2541 -0.2192 -0.0297
H -0.702 2.346 2.111 -0.0457 0.2964 0.3477 0.0724
O -0.830 -2.122 -0.353 -0.5397 -0.7419 0.5195 -0.0486
H 2.091 -1.976 -0.815 -0.1348 -0.2990 -0.3158 0.1011
O 0.256 -0.873 -2.362 -0.0518 0.1973 -0.3194 -0.0373
H 0.993 -0.249 2.616 0.0123 -0.3233 0.3648 0.0935
H 1.154 1.643 -1.831 0.0285 -0.2522 -0.5280 0.1073
H -0.327 3.077 0.839 -0.1756 0.4809 -0.0538 0.0751
O -0.612 2.224 1.166 0.0326 -0.0876 -0.1514 -0.0429
O 1.052 1.361 -0.922 0.3255 0.5887 0.0075 -0.0421
O 1.184 0.247 1.820 0.4904 -0.1055 0.4541 -0.0437
H -0.570 -2.861 0.197 0.0754 -0.3632 0.3205 0.0999
H -2.568 0.804 -0.447 -0.3128 -0.0380 0.4382 0.0998
H 2.432 -1.271 0.480 0.2794 0.1748 0.3726 0.0917
H 1.823 0.905 2.096 0.3437 0.3525 0.0337 0.1016
H -1.115 -2.524 -1.174 -0.1231 0.0881 -0.4705 0.0987
O 1.777 -1.298 -0.217 0.4944 -0.2234 0.3288 -0.0495
H -1.893 -1.148 1.795 -0.3887 -0.4650 -0.0950 0.1076
H -1.788 1.299 -1.646 0.1487 0.2534 -0.3165 0.1022
H 1.377 2.098 -0.404 0.1344 0.2286 0.3188 0.0907
Cr -0.026 -0.169 -0.044 0.1915 0.5661 -1.6538 0.8441
H -0.345 -0.728 -3.093 -0.3085 0.0203 -0.3852 0.0907
```
Forces are in eV/Å.

Results
* HOMO-LUMO gap (spin up / spin down): 9.031 / 12.350 eV
* lowest unoccupied orbital energy (spin up / spin down): -6.518 / -6.519 eV
* net charge: +2
* multiplicity: 5
* calculated total energy: -45047.7165 eV
* ΔE to the lowest compared entry with this formula, charge and spin: 0.0 kcal/mol
* highest occupied orbital energy (spin up / spin down): -15.5 / -18.9 eV

***

# CrH16O8

A structure of composition CrH16O8 (ωB97M-V with the def2-TZVPD basis set, the OMol25 dataset).

Geometry as XYZ:
```
25
Properties=species:S:1:pos:R:3:forces:R:3:lowdin_charge:R:1
O -1.540 0.906 1.267 0.5295 -0.8345 -0.5191 -0.0104
O 1.664 0.308 -0.839 -0.4992 0.0362 -0.1006 -0.0232
O -1.027 0.492 -1.442 -0.3356 -0.2184 0.6403 -0.0234
H 0.703 -2.698 0.999 -0.4541 -0.6664 -0.0693 0.1298
H 1.573 0.209 2.450 0.2424 -0.4600 0.5427 0.1210
O 1.013 -1.794 0.956 0.2013 0.4882 0.3269 -0.0152
H 1.067 -1.676 -2.132 0.4610 -0.1063 -0.2613 0.0951
H 2.582 0.068 -0.964 0.7477 -0.3295 0.3084 0.1402
O 1.052 0.669 1.791 -0.1728 -0.1977 0.1002 -0.0237
H -1.477 1.323 2.127 0.4400 0.1201 0.7149 0.1277
H -0.267 2.944 -0.998 0.0695 0.5826 -0.3141 0.0862
O 0.244 -1.757 -1.650 -0.0121 0.2901 0.3113 -0.0308
H -1.654 1.214 -1.406 -0.4946 0.4997 0.2756 0.1209
Cr -0.073 -0.237 0.198 -1.0820 -0.0917 -0.4017 1.2480
H -2.100 -2.041 -0.134 -0.3911 -0.0917 -0.7025 0.1339
H 1.522 1.038 -1.441 -0.0159 0.7510 -0.2044 0.1042
O -1.515 -1.681 0.533 0.4183 0.5330 -0.4613 0.0050
H 1.964 -1.868 0.886 0.7864 0.0707 0.1182 0.1316
H -0.308 -2.304 -2.209 -0.4417 -0.4804 -0.2637 0.1141
H -2.364 1.231 0.903 -0.6156 0.0186 -0.3311 0.1227
H -1.735 -2.163 1.330 -0.0958 -0.0461 0.9516 0.1412
H -0.745 0.465 -2.357 0.3465 -0.6121 -0.6593 0.1337
O 0.048 2.531 -0.194 0.1496 -0.4821 -0.0479 -0.0384
H 1.316 1.585 1.873 0.1356 0.6520 -0.1706 0.1137
H 0.057 3.237 0.452 0.0827 0.5747 0.2171 0.0961
```
Forces are in eV/Å.

Results
* HOMO-LUMO gap (spin up / spin down): 8.447 / 9.819 eV
* lowest unoccupied orbital energy (spin up / spin down): -14.804 / -13.414 eV
* net charge: +3
* multiplicity: 4
* calculated total energy: -45032.1046 eV
* ΔE to the lowest compared entry with this formula, charge and spin: 12.6 kcal/mol
* highest occupied orbital energy (spin up / spin down): -23.3 / -23.2 eV

***

# CuH10O5

A structure of composition CuH10O5 (ωB97M-V with the def2-TZVPD basis set, the OMol25 dataset).

Geometry as XYZ:
```
16
Properties=species:S:1:pos:R:3:forces:R:3:lowdin_charge:R:1
H -18.456 29.716 -8.623 0.1127 -0.1121 0.0379 0.0721
H -20.237 32.886 -6.720 0.0865 0.0557 0.0234 0.0812
O -19.599 32.186 -6.899 0.1194 -0.0688 -0.0297 -0.0237
H -15.930 34.243 -8.679 -0.0690 0.0058 0.0141 0.0754
H -20.007 31.615 -7.558 -0.0149 0.0296 0.0066 0.0633
Cu -17.380 32.181 -6.989 0.0212 0.0351 0.0239 0.3669
H -17.561 34.158 -4.785 -0.0187 0.0127 -0.0188 0.0756
O -15.940 33.321 -8.400 -0.1764 -0.2383 0.0389 -0.0204
O -16.219 30.866 -5.630 -0.2095 0.2507 -0.1070 -0.0132
H -16.750 30.319 -5.040 0.0421 -0.0568 -0.0153 0.0804
H -17.808 30.769 -9.523 -0.0038 -0.0862 -0.0411 0.0687
H -16.701 34.866 -5.841 0.0179 -0.0246 0.0004 0.0729
O -17.817 30.437 -8.619 -0.0749 0.2935 0.0248 -0.0233
H -15.675 32.816 -9.177 0.1310 0.0267 0.0338 0.0724
H -15.642 31.381 -5.055 0.0543 -0.0479 -0.0160 0.0777
O -17.253 34.091 -5.695 -0.0179 -0.0752 0.0241 -0.0260
```
Forces are in eV/Å.

Results
* HOMO-LUMO gap: 8.885 eV
* lowest unoccupied orbital energy: -3.321 eV
* net charge: +1
* calculated total energy: -55034.1070 eV
* ΔE to the lowest compared entry with this formula, charge and spin: 0.0 kcal/mol
* highest occupied orbital energy: -12.2 eV

***

# CuH8O4

A structure of composition CuH8O4 (ωB97M-V with the def2-TZVPD basis set, the OMol25 dataset).

Geometry as XYZ:
```
13
Properties=species:S:1:pos:R:3:forces:R:3:lowdin_charge:R:1
Cu 0.224 0.095 0.257 0.6784 -0.3227 0.8157 0.2750
H -1.072 -1.378 -1.472 -0.1917 -1.9023 -0.6824 0.0609
O -0.963 -0.499 -1.187 -2.1255 1.8855 -0.8000 -0.0101
O -0.646 1.686 0.705 -0.8593 0.5905 0.6139 0.0203
H -0.336 2.504 0.375 0.7080 1.4186 -0.5549 0.0806
H -0.785 -1.461 1.500 0.8983 -0.5274 -0.0712 0.1060
O 0.133 -1.618 1.184 -1.8284 0.6078 0.7967 -0.0089
H 0.325 -2.504 1.409 0.6212 -1.5298 0.3426 0.0722
H -1.844 -0.065 -1.301 1.0346 -0.5389 -0.0199 0.1183
H -1.470 1.903 1.119 -0.8146 -0.0395 0.5742 0.0944
H 1.948 1.116 -1.209 0.2806 0.6188 -0.5950 0.0926
H 2.626 -0.129 -0.718 3.0082 -1.8848 -0.1708 0.0530
O 1.860 0.350 -0.661 -1.4098 1.6241 -0.2488 0.0456
```
Forces are in eV/Å.

Results
* HOMO-LUMO gap: 8.559 eV
* lowest unoccupied orbital energy: -3.566 eV
* net charge: +1
* calculated total energy: -52952.7902 eV
* ΔE to the lowest compared entry with this formula, charge and spin: 9.1 kcal/mol
* highest occupied orbital energy: -12.1 eV

***

- What is the formula in the sixth record?
  CrH16O8

***

- Which value of calculated total energy does entry 6 give?
  -45032.1046 eV